{
  "formula": "C6H10N2P",
  "method": "ωB97M-V/def2-TZVPD",
  "e_tot_ha": -685.141952,
  "de_lowest_kj_mol": 314.9,
  "smiles": "[H]/P=C1/CCC(C)=NC=[NH+]1",
  "lumo_ev": -5.600,
  "homo_energy_ev": -12.92,
  "charge": 1,
  "orbital_gap_ev": 7.324,
  "species": ["P", "N", "N", "C", "C", "C", "C", "C", "C", "H", "H", "H", "H", "H", "H", "H", "H", "H", "H"],
  "coordinates": [[-0.6704, -1.3815, 3.2842], [1.2049, 0.9188, -0.3419], [1.1295, 0.1226, 1.8421], [-0.0544, -0.5702, 1.9037], [-0.9775, -0.7729, 0.6802], [-0.2757, 1.2109, -2.1816], [-0.1257, -1.0019, -0.7013], [0.3486, 0.3916, -1.1340], [1.7235, 0.7439, 0.8155], [0.2988, 1.4275, -3.0771], [-1.5936, 0.1096, 0.4534], [0.1782, -1.1532, 4.3575], [-0.7047, 2.1276, -1.9099], [0.6526, -1.5522, -0.1778], [-0.7126, -1.3630, -1.5007], [-1.5430, -1.6269, 0.9851], [2.5914, 1.2267, 1.1471], [1.5774, 0.0641, 2.6966], [-1.1925, 0.7045, -2.6745]],
  "forces_ev_per_a": [[-0.7, -0.2, -1.4], [0.5, 1.8, -1.5], [-0.7, 0.3, -1.9], [-1.9, -1.2, 0.4], [1.3, 1.8, -1.0], [-2.5, -2.1, -2.4], [0.0, 1.8, 1.8], [-0.1, -1.3, 2.2], [-1.6, -1.2, 1.7], [0.9, -0.1, 0.2], [-0.2, -0.4, 0.7], [0.9, 0.7, 0.1], [0.0, 1.5, 1.2], [0.5, -0.7, -1.6], [-0.4, -1.4, -0.4], [-0.8, -0.4, -0.6], [1.7, 0.5, -0.3], [1.6, 0.5, 1.9], [1.4, 0.2, 1.0]],
  "nbo_charge": [0.511, -0.464, -0.518, -0.219, -0.420, -0.726, -0.475, 0.506, 0.380, 0.296, 0.231, -0.039, 0.275, 0.250, 0.252, 0.262, 0.222, 0.428, 0.247]
}

=====

{
  "formula": "C6H10N3",
  "method": "ωB97M-V/def2-TZVPD",
  "e_tot_ha": -398.522415,
  "de_lowest_kj_mol": 377.8,
  "smiles": "C=C1NC=CN1/[NH+]=C/C",
  "lumo_ev": [-4.888, -4.886],
  "homo_energy_ev": [-11.19, -11.19],
  "charge": 1,
  "orbital_gap_ev": [6.300, 6.302],
  "species": ["N", "N", "N", "C", "C", "C", "C", "C", "C", "H", "H", "H", "H", "H", "H", "H", "H", "H", "H"],
  "coordinates": [[3.0017, 0.2678, 0.0668], [-0.5054, -0.2266, 0.0795], [0.7942, 0.1836, 0.0617], [-1.5335, 0.6257, -0.0507], [1.9509, -0.6683, -0.0320], [1.1430, 1.4983, 0.0638], [-2.9066, 0.2306, -0.0151], [1.7900, -2.0288, -0.0383], [2.4826, 1.5427, -0.0539], [-2.9773, -0.5688, -0.8128], [3.8469, 0.0374, -0.3708], [0.8399, -2.4179, -0.3260], [-3.6946, 1.0323, -0.1134], [-3.0152, -0.1887, 0.9309], [3.2264, 2.2959, -0.1248], [-0.7997, -1.1313, 0.3581], [-1.3262, 1.5678, -0.4200], [0.5143, 2.3028, -0.0562], [2.5253, -2.7446, 0.2338]],
  "forces_ev_per_a": [[-2.0, -1.3, 0.0], [-1.7, 3.6, -0.2], [-0.9, -1.9, -0.1], [2.9, -1.4, -0.8], [-1.2, -1.3, 0.8], [2.4, 0.9, -0.8], [-1.4, -0.6, -1.4], [0.6, 2.1, -0.1], [0.0, -0.6, 0.8], [-0.7, 0.7, 0.8], [1.4, -0.4, -0.4], [-0.5, -0.2, 0.0], [1.3, -0.8, -0.2], [-1.0, -1.3, 1.7], [-0.2, 1.0, -0.1], [0.8, -1.5, 0.4], [0.9, 1.9, -0.4], [-1.3, 1.4, 0.0], [0.7, -0.2, -0.2]],
  "nbo_charge": [-0.547, -0.226, -0.194, 0.198, 0.345, -0.157, -0.706, -0.554, 0.018, 0.271, 0.426, 0.199, 0.286, 0.256, 0.249, 0.438, 0.214, 0.236, 0.247]
}

=====

{
  "formula": "C6H10N3O",
  "method": "ωB97M-V/def2-TZVPD",
  "e_tot_ha": -473.829467,
  "de_lowest_kj_mol": 297.7,
  "smiles": "CN1C[C@@H](O)[C@H](C#N)C1=[NH2+]",
  "lumo_ev": -3.378,
  "homo_energy_ev": -14.65,
  "charge": 1,
  "orbital_gap_ev": 11.269,
  "species": ["O", "N", "N", "N", "C", "C", "C", "C", "C", "C", "H", "H", "H", "H", "H", "H", "H", "H", "H", "H"],
  "coordinates": [[2.2277, -0.7026, -0.8399], [-2.0208, -0.7637, -2.6679], [-1.5363, -1.3351, 1.0455], [-0.2782, 0.6175, 0.6580], [-0.3680, 1.3191, 1.9042], [-0.0406, -1.0850, -1.0094], [1.0953, -0.0470, -1.2775], [0.6804, 1.1461, -0.2938], [-1.1221, -0.9576, -1.9957], [-0.7124, -0.5923, 0.4003], [0.3130, 1.9589, -0.9233], [0.4884, -2.0621, -1.1502], [-1.7653, -2.3681, 0.7348], [1.5498, 1.6236, 0.3346], [0.4513, 0.7663, 2.6248], [-1.9613, -0.9205, 1.7859], [1.1064, 0.0034, -2.3675], [-1.2755, 1.2067, 2.3928], [0.0587, 2.3424, 1.7229], [3.1094, -0.1499, -1.0784]],
  "forces_ev_per_a": [[4.1, 1.5, -0.3], [-0.8, 0.1, -0.7], [0.1, -4.1, -2.1], [-0.4, -0.9, -0.8], [4.7, -0.6, 1.4], [-0.5, 0.7, 0.6], [-1.2, -0.4, 1.5], [2.4, 0.8, -1.2], [0.8, -0.1, 0.9], [3.0, -0.6, -3.7], [-0.6, 0.1, 0.4], [-0.9, 0.4, 1.0], [0.6, 3.1, 1.0], [-1.3, -1.3, -1.4], [-1.9, 1.4, -1.5], [-1.9, 0.7, 2.8], [0.0, 1.4, 0.1], [-1.9, 0.4, 0.6], [-1.2, -0.9, 0.6], [-3.1, -1.9, 0.8]],
  "nbo_charge": [-0.716, -0.224, -0.711, -0.349, -0.424, -0.372, 0.105, -0.246, 0.220, 0.596, 0.241, 0.318, 0.472, 0.237, 0.225, 0.413, 0.223, 0.226, 0.257, 0.507]
}

=====

Table of molar mass (g mol⁻¹), in record order: 141.134; 124.167; 140.166